# C9H16

The molecule C9H16 (ωB97M-V/def2-TZVPD, the OMol25 dataset).

## Properties
- SMILES: C#C[C@H](C)CC(C)(C)C
- E: -9590.08135 eV
- HOMO: -9.81 eV
- Energy relative to the best compared isomer or geometry (same formula, charge and spin): 26.1 kcal/mol
- Charge: 0
- LUMO energy: 0.8 eV
- 2S+1: 1
- F_max: 0.082 hartree/bohr

Structure (XYZ):
```
25
C9H16 (ωB97M-V/def2-TZVPD)
C -3.678 0.390 0.603
C -2.573 -0.009 0.328
C -1.312 -0.998 0.027
C -0.850 -1.609 1.329
C -0.478 -0.219 -0.940
C 0.936 0.440 -0.385
C 1.563 1.075 -1.645
C 0.672 1.541 0.642
C 1.939 -0.581 0.162
H -4.644 0.764 0.860
H -1.721 -1.832 -0.559
H -1.648 -2.250 1.723
H -0.004 -2.286 1.189
H -0.657 -0.863 2.104
H -1.002 0.616 -1.419
H -0.195 -0.893 -1.754
H 0.898 1.819 -2.095
H 2.508 1.578 -1.410
H 1.770 0.317 -2.408
H 1.596 2.085 0.870
H 0.281 1.142 1.582
H -0.058 2.268 0.272
H 1.709 -0.894 1.182
H 2.941 -0.139 0.227
H 2.006 -1.462 -0.484
```